#i
Density functional theory data (ωB97M-V/def2-TZVPD) for a 2-piece molecular cluster, C3H5I overall.

highest occupied orbital energy = -0.355 Eh

Geometry (Å):
C 0.85547 2.15067 -0.08837
C -0.12144 2.01936 -0.76905
I -1.71649 1.73833 -1.96940
H 1.70211 2.29978 0.51121
C -0.14074 -1.64416 0.46220
H 0.17996 -0.73704 0.95953
H 0.28360 -1.67336 -0.53204
H 0.18109 -2.50761 1.02943
H -1.22355 -1.64597 0.39649

---

#ii
Density functional theory data (ωB97M-V/def2-TZVPD) for a 2-piece molecular cluster, C3H5I overall.

highest occupied orbital energy (alpha / beta) = -0.317 / -0.324 Eh

Geometry (Å):
C -1.52870 -0.41452 0.79837
C -0.18790 -0.23499 0.98745
C 0.99918 0.53771 -1.49588
I 1.19694 -0.17681 2.57927
H -2.08659 -0.78455 1.66748
H -1.70189 -0.45382 -0.24083
H 1.81691 -0.25470 -1.31646
H 0.24797 0.40116 -2.10640
H 1.24409 1.38052 -0.87300

---

Which one is most stable, and which one is least stable? #i is the most stable of them, while #ii is the least stable.

---

#i
Density functional theory data (ωB97M-V/def2-TZVPD) for an isolated ion of composition C4H9N2O2 and charge -1.

charge = -1
highest occupied orbital energy = -0.047 Eh

Geometry (Å):
N 2.05926 -1.23277 0.03854
N 2.54176 0.07748 0.07362
C 1.47675 1.11131 0.00617
C 0.02822 0.61066 -0.47237
C -0.93628 0.20572 0.76032
C -1.95364 -0.94003 0.28300
O -1.97588 -2.02017 0.92508
O -2.77681 -0.76773 -0.86292
H 1.73727 -1.53726 -0.89327
H 1.39053 -1.45854 0.79011
H 1.31116 1.69400 1.00099
H 1.82192 1.88833 -0.78552
H -0.47986 1.52417 -0.97355
H 0.06177 -0.18994 -1.29675
H -0.26809 -0.13848 1.62982
H -1.55425 1.11612 1.08841
H -2.48381 0.05714 -1.31168

---

#ii
Density functional theory data (ωB97M-V/def2-TZVPD) for a 2-piece molecular cluster, C4H9N2O2 overall.

charge = -1
highest occupied orbital energy = -0.143 Eh

Geometry (Å):
O -0.28869 -0.28615 -1.90491
C 0.30153 -0.65897 -0.86129
N 0.16062 -1.76647 -0.16032
C -2.80563 -0.12644 0.07567
O -3.89410 0.39351 0.11498
C 1.27340 0.35682 -0.22318
C 0.50042 1.42148 0.54731
N 2.30759 -0.22611 0.65680
H -0.30872 -2.47963 -0.71274
H -2.31945 -0.40784 -0.87306
H -2.22015 -0.36803 0.97899
H 1.78965 0.84131 -1.05884
H -0.27451 1.83012 -0.10506
H 1.16981 2.24044 0.81682
H 0.03302 1.01840 1.44565
H 2.81100 -0.88119 0.05873
H 1.76420 -0.90127 1.20445

---

#iii
Density functional theory data (ωB97M-V/def2-TZVPD) for an isolated ion of composition C4H9N2O2 and charge -1.

charge = -1
highest occupied orbital energy = -0.104 Eh

Geometry (Å):
N 2.32489 0.82241 1.37211
C 1.02762 0.49351 0.83822
C 0.99340 0.41988 -0.66184
O 1.92286 0.91165 -1.30987
N 0.00756 -0.24698 -1.29984
C -1.18469 -0.96073 -0.81429
C -2.11944 -0.25687 0.22848
O -1.60126 0.05133 1.43295
H 2.62946 1.70474 0.99866
H 3.01725 0.14226 1.08668
H 0.74009 -0.46734 1.24938
H 0.27721 1.09570 1.30005
H 0.12857 -0.21661 -2.30167
H -0.86430 -1.92337 -0.44320
H -1.81338 -1.17047 -1.63948
H -2.54007 0.62886 -0.35380
H -2.94578 -1.02798 0.31745

---

Which one is most stable, and which one is least stable? #ii is the most stable of them, while #i is the least stable.

---

#i
Density functional theory data (ωB97M-V/def2-TZVPD) for a single C6H12ClN molecule.

highest occupied orbital energy = -0.368 Eh

Geometry (Å):
H 1.43034 -2.86740 -0.88252
N 1.28733 -1.83829 -0.73009
C 0.12499 -1.36901 -0.65239
Cl -1.31053 -2.25636 -1.10390
C -0.09262 0.26593 -0.40282
C -0.63663 0.88524 -1.68872
C 1.32404 0.68456 -0.07984
C -0.98448 0.39991 0.74305
C -0.40712 -0.09512 2.04535
H -0.69702 1.97603 -1.46197
H -0.19583 0.78395 -2.70171
H -1.60139 0.56288 -1.57246
H 1.46640 1.72911 0.35102
H 1.86011 -0.01346 0.63239
H 1.96194 0.63361 -1.03154
H -1.83892 -0.19675 0.44847
H -1.20209 1.54279 1.01927
H 0.55260 0.45178 2.25064
H -0.05661 -1.07636 1.83409
H -0.98451 -0.20307 2.98367

---

#ii
Density functional theory data (ωB97M-V/def2-TZVPD) for a 3-piece molecular cluster, C6H12ClN overall.

highest occupied orbital energy = -0.329 Eh

Geometry (Å):
N 0.03944 -0.53439 -1.29663
C -0.91350 0.15966 -1.54679
C -2.33939 0.69050 -1.30385
C -1.44303 1.26041 -2.36174
H -0.20605 -0.99112 -0.33206
H -2.39676 1.18161 -0.36549
H -3.15636 -0.02407 -1.59469
H -1.91117 1.05406 -3.40141
H -1.03826 2.26248 -2.14819
C 3.04315 0.02774 1.48791
C 1.96536 -0.66939 1.31438
C 1.88211 -2.04738 0.89756
H 2.93951 1.04488 1.85966
H 3.92822 -0.52422 1.67203
H 1.02989 -0.11988 1.35334
H 1.65503 -1.98380 -0.18157
H 1.08890 -2.55950 1.39763
H 2.88347 -2.53377 1.04574
Cl -5.68162 0.01882 0.92140
H -6.00478 1.16136 1.28508

---

Which one is most stable, and which one is least stable? #i is the most stable of them, while #ii is the least stable.

---

#i
Density functional theory data (ωB97M-V/def2-TZVPD) for a 2-piece molecular cluster, C2H6NO3 overall.

charge = -1
highest occupied orbital energy = -0.138 Eh

Geometry (Å):
C 1.01130 -0.05611 0.33048
N 1.07217 -1.08614 -0.78691
C 0.02934 -2.13758 -0.61962
O 0.06157 -3.04003 -1.48169
O -0.95157 -1.82665 0.12056
H 0.08413 -0.10636 0.90242
H 0.86882 0.90891 -0.12140
H 1.86830 -0.23143 0.92192
H 1.99885 -1.38748 -1.17812
H -2.36680 3.42972 0.08920
H -1.51065 2.47336 0.79338
O -2.16547 3.05978 1.02979

---

#ii
Density functional theory data (ωB97M-V/def2-TZVPD) for C2H6NO3 as an isolated structure.

charge = -1
highest occupied orbital energy = -0.157 Eh

Geometry (Å):
O 1.33787 0.86576 -0.04979
C 0.08665 0.67399 -0.02964
N -0.86043 -0.29803 -0.05687
C -2.37488 -1.27883 -0.69420
O -2.23624 -2.50355 -0.91131
H -0.38093 1.54965 0.44587
H -0.66283 -1.10918 0.58435
H -2.25194 -0.60297 -1.56622
H -2.91443 -0.95015 0.23910
H 4.02492 1.81346 0.90341
H 2.62198 0.91021 0.40688
O 3.61025 0.92965 0.72843

---

Which one is most stable, and which one is least stable? #i is the most stable of them, while #ii is the least stable.

---

#i
Density functional theory data (ωB97M-V/def2-TZVPD) for a 2-piece molecular cluster, C2H6NO3 overall.

charge = -1
highest occupied orbital energy = -0.125 Eh

Geometry (Å):
O -1.38263 0.62014 0.79990
C -0.17742 0.56962 0.50245
N 0.30741 0.03525 -0.61838
C 1.79080 0.35487 -1.02624
O 2.48488 0.89594 -0.07251
H 0.61147 0.97832 1.14197
H -0.35553 0.00232 -1.38202
H 2.11978 -0.64339 -1.42695
H 1.65389 0.99302 -1.94651
H -2.40857 -0.95798 0.66509
H -1.71503 -2.29877 0.57816
O -2.59429 -1.91243 0.56331

---

#ii
Density functional theory data (ωB97M-V/def2-TZVPD) for C2H6NO3 as an isolated structure.

charge = -1
highest occupied orbital energy = -0.158 Eh

Geometry (Å):
O 0.40915 -1.58086 1.06502
C 0.40913 -0.94912 -0.02949
N 0.79144 0.26463 -0.35928
C 0.59083 1.65162 -1.66373
O 0.94478 2.85742 -1.66064
H -0.06229 -1.55312 -0.77539
H 1.20170 0.58578 0.54609
H 1.02071 1.05347 -2.58544
H -0.53180 1.50648 -1.72382
H -0.80671 -1.37139 2.44494
H -2.23248 -1.12591 1.97367
O -1.73445 -1.33900 2.76806

---

Which one is most stable, and which one is least stable? #i is the most stable of them, while #ii is the least stable.

---

#i
Density functional theory data (ωB97M-V/def2-TZVPD) for a 2-piece molecular cluster, C4H12N2O2 overall.

charge = +1
highest occupied orbital energy (alpha / beta) = -0.534 / -0.502 Eh
2S+1 = 2
<S²> = 0.7635

Geometry (Å):
C -0.40820 1.05278 1.45487
N 0.73608 0.39900 0.97434
C 1.25101 -0.59509 1.93963
C 0.64379 0.00443 -0.43347
C 0.45064 -1.49352 -0.78965
N 0.54365 -1.75823 -2.18903
O -0.65069 1.15810 2.63327
H -1.18154 1.38517 0.77457
H 0.51778 -0.91883 2.67450
H 1.82236 0.04375 2.65236
H 1.77064 -1.39272 1.43807
H -0.11164 0.57063 -0.98627
H 1.59153 0.36644 -0.85696
H 1.09402 -2.13815 -0.18766
H -0.49905 -1.94934 -0.48241
H -0.08258 -1.13642 -2.69418
H 1.38958 -1.88734 -2.73398
H -2.45260 2.38439 -1.50566
H -3.64414 3.11153 -0.99348
O -2.78063 2.79341 -0.68886

---

#ii
Density functional theory data (ωB97M-V/def2-TZVPD) for C4H12N2O2 as an isolated structure.

charge = +1
highest occupied orbital energy (alpha / beta) = -0.573 / -0.573 Eh
2S+1 = 2
<S²> = 0.7556

Geometry (Å):
C -2.49623 -2.20817 0.27286
C -1.33850 -1.25339 0.51824
C -0.08165 -2.00023 0.95261
N -0.94579 -0.27714 -0.53037
H -3.41400 -1.71409 -0.14312
H -2.25662 -2.98394 -0.47718
H -2.79321 -2.82353 1.15015
H -1.63186 -0.59950 1.38814
H 0.56767 -2.40985 0.16616
H -0.39068 -2.77288 1.69012
H 0.58929 -1.32879 1.49546
H -1.83262 0.17411 -0.78337
H 0.12700 0.47706 -0.07003
H -0.81807 -0.89436 -1.32130
N 1.01197 1.21964 -1.49780
C 1.41551 1.66069 -0.16040
O 0.93978 0.94152 0.79179
O 2.12595 2.67614 -0.11295
H 1.53313 1.69274 -2.21861
H 0.33624 0.45093 -1.60976

---

Which one is most stable, and which one is least stable? #i is the most stable of them, while #ii is the least stable.

---

#i
Density functional theory data (ωB97M-V/def2-TZVPD) for a single C2H3NO2S2 molecule.

highest occupied orbital energy = -0.351 Eh

Geometry (Å):
C -0.84002 -0.46060 0.19313
C 0.33579 0.20562 0.18391
N 1.51558 -0.60906 0.11277
O 1.46154 -1.82392 0.27590
O 2.53741 -0.02012 -0.16666
S -2.28737 0.49900 0.05099
S 0.68786 1.86783 0.19042
H -0.68042 -1.48381 0.30830
H -3.21810 -0.45776 -0.02360
H 0.48773 2.28283 -1.12515

---

#ii
Density functional theory data (ωB97M-V/def2-TZVPD) for a 2-piece molecular cluster, C2H3NO2S2 overall.

highest occupied orbital energy = -0.293 Eh

Geometry (Å):
S 2.09978 0.54724 0.94772
C 0.61455 0.96755 0.53233
C -0.69209 1.18547 0.20604
S -1.62667 0.61092 -1.17667
H -1.31668 1.90986 0.87830
H -0.66387 0.38068 -2.16196
O -0.78263 -1.54089 -0.39526
N 0.20072 -1.74541 0.24765
O 1.33244 -1.90599 -0.64039
H 2.00861 -2.44109 -0.23714

---

#iii
Density functional theory data (ωB97M-V/def2-TZVPD) for a single C2H3NO2S2 molecule.

highest occupied orbital energy = -0.367 Eh

Geometry (Å):
O 0.68844 2.38017 0.17293
S 0.67012 1.19219 -0.56540
O 1.02494 1.19853 -1.94523
C -1.01097 0.35256 -0.41991
N -1.09137 -0.68625 0.22686
C -0.00571 -1.29203 0.75224
S 1.69642 -0.29938 0.46199
H -1.99209 0.85219 -0.69529
H -0.08548 -1.42880 1.76796
H 0.10570 -2.26917 0.24386

---

Which one is most stable, and which one is least stable? #iii is the most stable of them, while #ii is the least stable.

---

#i
Density functional theory data (ωB97M-V/def2-TZVPD) for C3H5FO as an isolated structure.

highest occupied orbital energy = -0.338 Eh

Geometry (Å):
C 1.75013 -0.16774 0.90791
C -0.33536 -0.54342 0.40705
C -1.54374 -0.00723 -0.15651
H 1.13107 -0.76749 1.97515
H 2.06337 1.03597 1.45510
H 2.84470 -0.94110 0.68706
H -0.44611 -1.12589 1.30219
H -2.57049 0.02416 -0.16882
O 0.92560 -0.10955 -0.07527
F -1.07262 0.77345 -1.28880

---

#ii
Density functional theory data (ωB97M-V/def2-TZVPD) for a 2-piece molecular cluster, C3H5FO overall.

highest occupied orbital energy = -0.360 Eh

Geometry (Å):
F 0.67212 2.10279 0.64821
C 0.99742 0.83153 0.38036
C 1.68651 -0.24833 0.51713
C 0.43656 -0.24642 -0.39916
H 2.33833 -0.94447 0.93019
H 0.58793 -0.23578 -1.54664
H -0.48226 -0.60366 0.14422
O -2.50166 0.42789 -0.97070
H -1.55281 0.28634 -1.17883
H -2.95034 0.68460 -1.84083

---

Which one is most stable, and which one is least stable? #ii is the most stable of them, while #i is the least stable.